1.
This record from the OMol25 dataset describes 2 unconnected molecules or ions with the total composition C4H6. The level of theory is ωB97M-V with the def2-TZVPD basis set.

Each line ends with the natural charge from an NBO analysis.
Element x y z (Å)
C 0.070232 -1.059953 -0.816700  -0.38
C 0.166290 0.230401 -1.066097  -0.41
C -0.726118 0.490582 1.614155  -0.26
C 0.402854 0.708266 1.270971  -0.22
H 0.708517 -1.695351 -1.354729  0.18
H -0.484218 -1.606613 0.009252  0.21
H 0.590997 0.711601 -1.904815  0.20
H -0.401936 0.999789 -0.530362  0.21
H -1.752680 0.379686 1.752420  0.23
H 1.426064 0.841592 1.025904  0.24

Cartesian forces (eV/Å) of the 3 atoms listed first:
C -0.30 -0.80 1.12
C -2.32 1.17 -0.20
C 1.21 0.64 0.47

The largest force on an atom is 2.61 eV Å⁻¹. The calculation puts the HOMO energy at -9.3208 eV. The energy relative to the best compared isomer or geometry (same formula, charge and spin) comes out at 73.3 kcal per mole. The SMILES is C#C.C=C. For the calculated total energy, the calculation gives -155.84587 Ha.

---

2.
This record from the OMol25 dataset describes 2 unconnected molecules or ions with the total composition H3N2P. The level of theory is ωB97M-V with the def2-TZVPD basis set.

Each line ends with the natural charge from an NBO analysis.
Element x y z (Å)
N 1.102074 0.573403 0.090868  -1.14
N -1.167704 -0.155869 0.096904  -1.13
P 0.413020 -0.787287 0.111140  1.18
H 2.576558 0.380068 0.523408  0.33
H -1.223974 0.752845 -0.203811  0.39
H -1.699975 -0.763162 -0.618508  0.37

Cartesian forces (eV/Å) of the 3 atoms listed first:
N 6.81 1.59 1.67
N -1.04 -5.21 -1.55
P -1.25 -0.95 0.53

The largest force on an atom is 7.19 eV Å⁻¹. The calculation puts the HOMO energy at -9.6203 eV. The energy relative to the best compared isomer or geometry (same formula, charge and spin) comes out at 58.7 kcal per mole. For the calculated total energy, the calculation gives -452.56484 Ha.

---

3.
This record from the OMol25 dataset describes 10 unconnected molecules or ions with the total composition C42H110N10O18. The level of theory is ωB97M-V with the def2-TZVPD basis set.

Each line ends with the Löwdin charge.
Element x y z (Å)
C -0.437019 -0.432290 -1.249611  -0.72
O -0.738462 -0.547121 -2.394044  0.02
N -1.210473 -0.341479 -0.211329  0.21
N 0.801807 -0.131603 -0.799819  0.20
H -2.207998 -0.447268 -0.328990  0.07
H -0.841323 -0.444220 0.723160  0.06
H 1.024548 0.207969 0.124940  0.10
H 1.532102 -0.226775 -1.490985  0.05
C -1.089847 -0.853078 -5.664341  -0.77
O -1.061014 -0.884340 -6.886797  0.01
N -2.010029 -1.239053 -4.823999  0.17
N -0.073007 -0.331755 -5.013705  0.15
H -2.837521 -1.760470 -5.075956  0.11
H -1.884661 -1.009213 -3.848528  0.06
H 0.638529 0.148580 -5.545781  0.11
H 0.002428 -0.314758 -4.006669  0.04
C 4.424251 1.204504 6.159797  -0.09
O 4.417908 -0.070708 5.491015  -0.20
C 3.244608 -0.198162 4.682467  -0.22
C 3.296239 -1.644713 4.150152  -0.18
N 2.131511 -1.916530 3.300438  -0.07
C 2.386767 -3.004646 2.366607  -0.19
C 1.144125 -3.416539 1.599320  -0.21
O 0.258021 -4.292731 2.272875  -0.18
C -0.859590 -4.846410 1.508032  -0.06
H 5.385323 1.250642 6.671950  0.09
H 3.635364 1.195892 6.911927  0.08
H 4.130826 2.043651 5.529056  0.08
H 3.242217 0.550133 3.889914  0.10
H 2.345920 -0.260848 5.296096  0.12
H 3.381323 -2.355690 4.971974  0.13
H 4.237546 -1.797609 3.622268  0.12
H 1.355171 -2.213733 3.874076  0.12
H 2.842545 -3.859049 2.866979  0.11
H 3.087056 -2.653605 1.608675  0.11
H 1.424529 -3.883410 0.655133  0.11
H 0.626082 -2.482618 1.381332  0.10
H -1.285959 -4.195783 0.744494  0.08
H -1.582905 -5.304338 2.182712  0.08
H -0.523467 -5.688013 0.902362  0.08
C -6.918104 -6.559131 8.200975  -0.07
O -6.847983 -6.264889 6.760446  -0.22
C -7.724651 -5.297777 6.154420  -0.21
C -7.150182 -4.584396 4.903013  -0.19
N -5.981766 -3.792385 5.341483  -0.05
C -5.521733 -2.964103 4.227122  -0.20
C -4.499272 -3.650135 3.188602  -0.17
O -4.061722 -2.863227 2.074826  -0.21
C -3.289376 -1.759274 2.436003  -0.10
H -6.598064 -5.682041 8.763468  0.08
H -6.270313 -7.384883 8.495259  0.08
H -7.925889 -6.803905 8.536431  0.08
H -7.991722 -4.615198 6.961181  0.11
H -8.674365 -5.757616 5.881113  0.11
H -7.920950 -4.023055 4.374891  0.12
H -6.814690 -5.276210 4.130392  0.11
H -5.301923 -4.451174 5.693518  0.11
H -4.862885 -2.193732 4.627804  0.09
H -6.292390 -2.433709 3.667782  0.12
H -5.063200 -4.524623 2.864019  0.11
H -3.661156 -4.036178 3.768800  0.12
H -3.855635 -0.866948 2.169160  0.08
H -2.372827 -1.704550 1.848605  0.08
H -3.057545 -1.559471 3.482149  0.10
C 4.851382 -5.487339 1.687951  -0.13
O 3.999574 -5.682457 0.601188  -0.18
C 4.694974 -5.362660 -0.564299  -0.24
C 3.866742 -5.683111 -1.877441  -0.15
N 2.763075 -4.724474 -2.088201  -0.06
C 2.014238 -4.782999 -3.339586  -0.20
C 0.736480 -4.012527 -3.144474  -0.27
O -0.281099 -4.777917 -2.584773  -0.16
C -1.516430 -4.070565 -2.552157  -0.10
H 5.634744 -6.219141 1.490679  0.09
H 4.344295 -5.609924 2.644997  0.09
H 5.222612 -4.463265 1.727463  0.08
H 5.589675 -5.967580 -0.711564  0.11
H 5.073570 -4.340529 -0.562845  0.11
H 3.413819 -6.670761 -1.790762  0.12
H 4.638397 -5.487742 -2.622079  0.12
H 2.104225 -4.904576 -1.344177  0.09
H 1.731928 -5.746749 -3.763370  0.12
H 2.602898 -4.344623 -4.145447  0.12
H 0.492182 -3.677631 -4.152567  0.12
H 0.836593 -3.061857 -2.620738  0.11
H -1.518943 -3.108057 -2.040619  0.07
H -2.094471 -4.743012 -1.918283  0.09
H -2.114212 -3.816345 -3.427446  0.08
C -6.721721 5.415500 -3.274466  -0.10
O -6.193979 4.183941 -2.737729  -0.21
C -5.684069 3.281957 -3.782250  -0.18
C -4.595214 2.465323 -3.070108  -0.22
N -3.482801 3.243297 -2.552321  -0.05
C -2.541143 2.386496 -1.901917  -0.22
C -1.341206 3.169408 -1.359697  -0.18
O -1.853441 4.123740 -0.441975  -0.17
C -0.946262 4.830182 0.348308  -0.12
H -7.050020 6.219270 -2.615478  0.08
H -7.571135 5.151075 -3.904289  0.08
H -5.929987 5.852954 -3.882648  0.08
H -5.269140 3.733539 -4.683369  0.12
H -6.450866 2.586999 -4.124530  0.11
H -4.192680 1.706486 -3.741107  0.12
H -5.087106 2.048719 -2.191133  0.10
H -3.862394 3.932910 -1.919516  0.11
H -2.264326 1.568149 -2.566583  0.11
H -3.027814 1.900055 -1.056558  0.10
H -0.781377 3.633371 -2.171747  0.12
H -0.789463 2.425534 -0.784963  0.09
H -0.825688 5.839418 -0.045399  0.09
H -0.038050 4.253873 0.524685  0.09
H -1.428722 5.154489 1.270354  0.08
C 3.009356 -0.311533 -3.136775  -0.09
O 3.655153 -0.091131 -1.883310  -0.24
C 4.368870 -1.222506 -1.472720  -0.22
C 5.008313 -0.853498 -0.131025  -0.21
N 5.825216 0.298109 -0.410808  -0.05
C 6.573340 0.824019 0.749346  -0.17
C 5.769484 1.589223 1.848287  -0.18
O 5.252161 2.810281 1.257957  -0.21
C 4.562823 3.577648 2.228887  -0.11
H 2.449899 -1.241473 -3.238384  0.08
H 3.818500 -0.322535 -3.867029  0.10
H 2.246419 0.460837 -3.234100  0.08
H 5.008055 -1.524048 -2.302555  0.13
H 3.674351 -2.061897 -1.438457  0.10
H 5.642091 -1.618719 0.317154  0.11
H 4.298196 -0.766326 0.691307  0.10
H 5.245583 0.994274 -0.857425  0.10
H 7.255677 1.540909 0.292644  0.11
H 7.198730 0.078732 1.240815  0.11
H 6.495514 1.881946 2.606779  0.12
H 4.938402 1.026797 2.273823  0.10
H 5.263552 3.969899 2.965926  0.09
H 3.878600 2.924516 2.770511  0.06
H 4.037667 4.365673 1.689133  0.08
C 2.542853 2.999296 -1.569600  -0.06
O 1.893072 4.218116 -2.079924  -0.21
C 2.448827 5.501865 -1.679152  -0.21
C 1.598043 6.575536 -2.365883  -0.17
N 2.108090 7.037695 -3.709962  -0.06
C 3.186309 8.025062 -3.595461  -0.20
C 3.629936 8.645968 -4.945467  -0.24
O 2.717104 9.535418 -5.544844  -0.18
C 3.189218 9.886998 -6.867497  -0.10
H 3.457866 2.749771 -2.106792  0.08
H 1.917965 2.106536 -1.593790  0.05
H 2.730452 3.116446 -0.502278  0.07
H 3.489148 5.603243 -1.988260  0.11
H 2.478957 5.636064 -0.597857  0.11
H 1.461438 7.428310 -1.700888  0.11
H 0.608121 6.138897 -2.498125  0.11
H 2.432336 6.271192 -4.282191  0.10
H 3.965777 7.428366 -3.121664  0.10
H 2.883305 8.854250 -2.956140  0.12
H 3.862188 7.842424 -5.644380  0.11
H 4.578467 9.171169 -4.833387  0.11
H 3.250295 9.132906 -7.652169  0.09
H 4.106467 10.445785 -6.681715  0.08
H 2.443993 10.575480 -7.265905  0.08
C -4.909393 -0.824303 -1.360717  -0.20
C -5.820752 -1.946925 -0.797682  -0.21
O -5.052941 -3.093498 -0.400309  -0.07
O -4.034509 -0.332720 -0.348798  -0.11
H -5.490623 0.014121 -1.744529  0.10
H -4.390528 -1.239290 -2.224819  0.12
H -6.462513 -2.234454 -1.630483  0.11
H -6.376317 -1.583454 0.066809  0.12
H -4.882678 -3.116543 0.544189  0.03
H -4.510202 0.105208 0.360800  0.09
C -1.022870 2.062756 2.510662  -0.24
C 0.162027 1.231327 2.975731  -0.23
O 0.149855 -0.073339 2.446653  -0.12
O -1.180575 3.320305 3.124641  -0.04
H -1.908319 1.437755 2.626641  0.12
H -0.941630 2.172948 1.429295  0.10
H 0.017689 0.959344 4.021332  0.12
H 1.146774 1.656148 2.781043  0.11
H 0.842918 -0.606255 2.843226  0.02
H -0.644368 3.969833 2.664000  0.05

Cartesian forces (eV/Å) of the 3 atoms listed first:
C 2.26 1.97 3.26
O -0.91 -0.93 -2.97
N -3.85 -0.75 1.99

The largest force on an atom is 4.43 eV Å⁻¹. The calculation puts the HOMO energy at -8.2229 eV. The energy relative to the best compared isomer or geometry (same formula, charge and spin) comes out at 60.8 kcal per mole. The SMILES is COCCNCCOC.COCCNCCOC.COCCNCCOC.COCCNCCOC.COCCNCCOC.COCCNCCOC.NC(N)=O.NC(N)=O.OCCO.OCCO. For the calculated total energy, the calculation gives -3567.74354 Ha.